Formula: C37H49GeN6SY
Source: the Open Molecules 2025 dataset
Level of theory: ωB97M-V with the def2-TZVPD basis set

<S²> = 0.757
E_LUMO (spin up / spin down) = -0.295 / -0.337 Ha
multiplicity = 2
HOMO level (spin up / spin down) = -0.532 / -0.551 hartree
energy = -116479.1871 eV
charge = +3

Atoms and positions in Å:
Y -0.137847 -1.244815 0.442611
C -2.202669 -3.914696 1.768864
C -1.329491 -3.495715 2.937869
N -0.250262 -2.495873 2.627775
C 1.100719 -3.033418 2.934418
C 1.674790 -3.706873 1.711643
N 1.859111 -2.692827 0.641357
C 2.546382 -3.285683 -0.541939
C 1.625992 -4.049055 -1.478824
C 0.825634 -3.143275 -2.399082
N -0.318987 -2.460008 -1.730144
C -1.512939 -3.341973 -1.690994
C -2.708866 -2.558156 -1.201169
N -2.498988 -1.981246 0.157063
C -3.114036 -2.815993 1.233550
H -2.831817 -4.731139 2.128813
H -1.595227 -4.349932 0.969786
H -0.856663 -4.382175 3.360677
H -1.963339 -3.076135 3.720500
H -0.414195 -1.708932 3.250105
H 1.064065 -3.727336 3.775382
H 1.744775 -2.204320 3.230917
H 1.003439 -4.490043 1.351647
H 2.629541 -4.182496 1.950320
H 2.529504 -2.020818 1.023082
H 3.347349 -3.937934 -0.185380
H 3.019080 -2.467429 -1.088511
H 0.976238 -4.736519 -0.929414
H 2.247508 -4.686248 -2.109878
H 0.440320 -3.712134 -3.248573
H 1.485213 -2.370399 -2.798369
H -0.578928 -1.689047 -2.346780
H -1.295958 -4.200043 -1.055606
H -1.725043 -3.732596 -2.690034
H -3.599580 -3.188537 -1.215683
H -2.887928 -1.731745 -1.891536
H -3.005620 -1.096974 0.173250
H -4.038178 -3.247882 0.846238
H -3.393054 -2.145193 2.047501
C 3.902105 -0.059343 0.098817
C 4.260411 -0.366126 1.407605
C 3.365177 -0.142984 2.449995
C 2.114258 0.406233 2.190382
C 1.766558 0.742772 0.879332
C 2.655528 0.494680 -0.170822
H 4.608875 -0.213873 -0.706566
H 5.245162 -0.762575 1.619923
H 3.661925 -0.362089 3.468162
H 1.438882 0.651926 2.999829
H 0.850260 1.309878 0.694792
H 2.400836 0.790899 -1.179526
S -1.862354 0.309967 2.085669
C -1.509418 1.765137 2.923394
N -2.554445 2.354895 3.565883
C -2.426991 3.488997 4.279529
C -1.195854 4.073988 4.370705
C -0.154631 3.433859 3.696582
N -0.303700 2.316318 2.994861
H -3.464614 1.917219 3.476147
H -3.322763 3.872610 4.748710
H -1.042398 4.979045 4.937982
H 0.848414 3.845060 3.726982
C -2.340539 0.402162 -3.407115
Ge -1.190643 1.165448 -2.020081
C -2.147485 2.424571 -0.901474
C -3.537745 2.481789 -1.035751
C -4.288560 3.390863 -0.302134
C -3.655195 4.262586 0.571850
C -2.274958 4.201573 0.730448
C -1.528629 3.276935 0.016955
C 0.565102 1.488484 -2.786399
C 1.079801 0.382418 -3.440970
C 2.394782 0.345809 -3.938458
C 3.206245 1.432814 -3.760641
C 2.719662 2.611315 -3.144519
C 3.542162 3.758530 -3.032825
C 3.052305 4.920039 -2.507946
C 1.707430 4.989712 -2.091282
C 0.895833 3.891355 -2.170070
C 1.378969 2.660153 -2.673047
H -2.494901 1.173611 -4.164314
H -3.316082 0.090688 -3.037427
H -1.864487 -0.445188 -3.902035
H -4.047267 1.839256 -1.743301
H -5.360358 3.442316 -0.440239
H -4.233173 5.005227 1.107225
H -1.776189 4.903494 1.388266
H -0.452572 3.257695 0.149213
H 0.442140 -0.477604 -3.622032
H 2.754878 -0.523211 -4.474113
H 4.223643 1.421670 -4.132790
H 4.560435 3.708695 -3.397801
H 3.683280 5.795888 -2.443681
H 1.307668 5.928699 -1.731607
H -0.146824 3.981314 -1.901711

Atoms 1-3, force components in eV/Å:
Y 0.025 -0.040 0.095
C -0.005 0.003 0.001
C -0.001 -0.010 -0.012

---

Formula: C4H12NO
Source: the Open Molecules 2025 dataset
Level of theory: ωB97M-V with the def2-TZVPD basis set

<S²> = 0.751
E_LUMO (spin up / spin down) = 0.034 / 0.027 Ha
multiplicity = 2
HOMO level (spin up / spin down) = -0.122 / -0.409 hartree
energy = -7875.8559 eV
charge = 0

Atoms and positions in Å:
C -1.781617 -1.030175 1.135905
N -1.231230 0.023300 2.040844
C 0.270821 -0.140168 1.798344
C 0.390089 -0.624180 0.367920
C -0.933121 -0.876314 -0.222390
H -2.895278 -0.979612 0.927561
H -1.568697 -2.105303 1.516065
H -1.467785 1.022204 1.746127
H -1.573790 -0.021881 3.010809
H 0.724197 0.816080 2.025986
H 0.630238 -0.943254 2.504544
H 1.252447 -1.353158 0.267159
H 0.822074 0.281149 -0.150964
H -1.320266 0.166857 -0.566238
H -1.011850 -1.564826 -1.017728
H 3.900160 2.950243 -5.167278
H 2.710163 1.867082 -5.400905
O 3.083443 2.511958 -4.815761

Atoms 1-3, force components in eV/Å:
C -1.208 -2.762 -1.889
N 0.798 -0.813 -1.560
C -0.297 -1.565 1.850

---

Formula: C19H20ClNO5
Source: the Open Molecules 2025 dataset
Level of theory: ωB97M-V with the def2-TZVPD basis set

E_LUMO = 0.024 Ha
HOMO level = -0.296 hartree
SMILES = COc1ccc(Oc2cccc(Cl)c2CNC(=O)CCCC(=O)O)cc1
energy = -44278.4746 eV
charge = 0

Atoms and positions in Å:
C -4.678425 -2.810443 0.087082
H -5.406450 -3.455052 -0.403106
O -3.450993 -3.070360 -0.549801
C -2.347771 -2.386688 -0.130253
C -2.333463 -1.438959 0.887879
C -1.153327 -0.806385 1.233340
C 0.026507 -1.107711 0.567355
C 0.015968 -2.040410 -0.464817
C -1.160634 -2.675716 -0.803025
H -1.184409 -3.401196 -1.600575
H 0.923107 -2.262106 -1.008759
O 1.135742 -0.368446 0.905684
C 2.391539 -0.850784 0.720081
C 2.736906 -2.175887 0.963509
C 4.050165 -2.581830 0.823343
C 5.026862 -1.678309 0.446798
C 4.675415 -0.358367 0.208267
C 3.365433 0.085310 0.334683
C 2.939115 1.501826 0.053509
N 1.874000 1.541442 -0.927740
C 0.650923 2.049501 -0.649755
O 0.420129 2.654581 0.375255
C -0.358731 1.850310 -1.769813
C -1.808878 1.837746 -1.284866
C -2.227901 3.143728 -0.608804
C -1.919941 3.133636 0.873678
O -2.102998 2.198472 1.607718
O -1.563573 4.343470 1.313549
H -1.326938 4.295694 2.252072
H -1.743413 4.007977 -1.060961
H -3.310649 3.269619 -0.693802
H -1.945289 1.021686 -0.572100
H -2.451128 1.649798 -2.147693
H -0.219590 2.668400 -2.483392
H -0.147495 0.911003 -2.285119
H 2.017124 1.016144 -1.775701
H 2.526766 1.960345 0.958104
H 3.790750 2.092405 -0.294754
Cl 5.928628 0.741400 -0.260229
H 6.053865 -1.987619 0.338787
H 4.316988 -3.609191 1.016423
H 1.974057 -2.873168 1.275139
H -1.147076 -0.044114 1.994751
H -3.232062 -1.170773 1.418496
H -4.980725 -1.765272 -0.033613
H -4.638151 -3.055703 1.153182

Atoms 1-3, force components in eV/Å:
C -0.168 0.030 0.082
H 0.010 0.068 0.071
O 0.284 -0.032 -0.110

---

Formula: C74H53MoN5P
Source: the Open Molecules 2025 dataset
Level of theory: ωB97M-V with the def2-TZVPD basis set

E_LUMO (spin up / spin down) = 0.069 / 0.070 Ha
HOMO level (spin up / spin down) = -0.107 / -0.108 hartree
energy = -96197.0517 eV
charge = -1

Atoms and positions in Å:
Mo -0.327939 -0.968209 1.173031
C -7.746446 1.447579 0.954493
C -7.393978 0.488453 1.893128
C -6.083806 0.040631 1.971500
C -5.107214 0.536816 1.112385
C -5.472062 1.501363 0.180578
C -6.779665 1.953824 0.097690
C -3.703902 0.044392 1.191734
C -3.422883 -1.198893 0.711768
C -4.412427 -2.120614 0.158572
C -3.824435 -3.318328 0.050265
C -2.454786 -3.178564 0.541728
N -2.207468 -1.841805 0.808379
C -1.626199 -4.200301 0.899227
C -0.431243 -4.046485 1.674920
C 0.414932 -5.091652 2.039250
C 1.439648 -4.538991 2.783462
C 1.191674 -3.166250 2.898724
C 2.000976 -2.232228 3.671818
C 2.554433 -2.632561 4.994993
C 2.569980 -3.957571 5.464154
C 3.059070 -4.300890 6.714059
C 3.537279 -3.338658 7.586685
C 3.442662 -2.013381 7.193450
C 2.942440 -1.673050 5.949918
C 2.130569 -0.925610 3.254165
N 1.234939 -0.279670 2.433661
C 1.490386 1.081969 2.616004
C 0.539904 2.042570 2.633609
C 0.937744 3.426976 3.014577
C 1.408134 4.316258 2.057216
C 1.781684 5.604742 2.410474
C 1.688291 6.019180 3.730296
C 1.215588 5.138221 4.693778
C 0.840990 3.852953 4.336887
C -0.855393 1.794149 2.469396
C -1.861831 2.705479 2.793327
C -3.067389 2.132590 2.414068
C -2.763319 0.889833 1.844578
N -1.404124 0.651565 1.924467
C 2.814415 1.236403 3.202048
C 3.173722 0.028728 3.647778
N 0.056675 -2.844396 2.175638
C -2.029110 -5.581740 0.523817
C -2.224224 -6.567432 1.491573
C -2.612978 -7.847854 1.135184
C -2.818393 -8.172471 -0.199006
C -2.635279 -7.201187 -1.170759
C -2.244004 -5.920473 -0.810345
H -8.768554 1.797471 0.889842
H -8.139758 0.088920 2.568764
H -5.802860 -0.704223 2.705142
H -4.720161 1.887189 -0.491422
H -7.044521 2.698977 -0.641933
H -5.435669 -1.866272 -0.061730
H -4.273910 -4.243217 -0.267585
H 0.323675 -6.116620 1.724448
H 2.309832 -5.055744 3.146072
H 2.153536 -4.746879 4.865902
H 3.047473 -5.344660 7.005402
H 3.924416 -3.608474 8.559767
H 3.727541 -1.219458 7.873538
H 2.794047 -0.623887 5.754730
H 1.464105 4.000648 1.025769
H 2.134919 6.285136 1.646426
H 1.979127 7.023869 4.008060
H 1.138715 5.453922 5.726557
H 0.469200 3.162819 5.083919
H -1.707558 3.677417 3.231689
H -4.056954 2.547365 2.515924
H 3.345874 2.167659 3.304322
H 4.090389 -0.234058 4.146893
H -2.069325 -6.314516 2.531771
H -2.761151 -8.594574 1.904869
H -3.118996 -9.174443 -0.477062
H -2.792418 -7.438642 -2.214974
H -2.099604 -5.166243 -1.573597
C 2.309643 -6.557892 -1.011641
C 3.311039 -5.750627 -0.500343
C 3.078704 -4.396793 -0.283265
C 1.837809 -3.839576 -0.552529
C 0.843970 -4.660261 -1.084912
C 1.072554 -6.002519 -1.315376
P 1.396268 -2.063242 -0.367489
C 3.013412 -1.203234 -0.340083
C 3.941058 -1.432379 0.673084
C 5.141042 -0.740338 0.703040
C 5.423392 0.207934 -0.268855
C 4.500306 0.453229 -1.273783
C 3.309037 -0.255789 -1.315915
C 0.800734 -1.785851 -2.047368
C 1.252152 -2.456325 -3.154290
C 0.712074 -2.168405 -4.419635
C -0.214007 -1.167887 -4.535030
C -0.629896 -0.415880 -3.413590
C -1.436333 0.736500 -3.564820
C -1.593064 1.543843 -2.486446
C -1.062204 1.223497 -1.202971
C -0.485517 -0.006602 -0.913528
C -0.167944 -0.754391 -2.118785
H 2.490413 -7.611771 -1.180505
H 4.283935 -6.164692 -0.269328
H 3.888495 -3.791586 0.097130
H -0.124761 -4.237614 -1.319058
H 0.277379 -6.620375 -1.712231
H 3.715479 -2.132605 1.466104
H 5.845328 -0.932420 1.502000
H 6.357062 0.755220 -0.241721
H 4.703518 1.197093 -2.033665
H 2.604861 -0.065548 -2.114235
H 2.013110 -3.219642 -3.052573
H 1.045349 -2.717142 -5.290333
H -0.619772 -0.903964 -5.504713
H -1.847213 0.993192 -4.532616
H -2.131764 2.480511 -2.576023
H -1.891821 2.339105 0.361690
C -2.884978 4.610278 -0.069862
C -1.474752 4.724607 -0.565287
C -0.967246 5.968954 -0.914044
C 0.295922 6.103241 -1.460681
C 1.067970 4.966601 -1.640789
C 0.615629 3.708966 -1.268630
C 1.542346 2.534307 -1.370421
C -0.673013 3.578525 -0.720673
N -1.121359 2.327810 -0.292461
H -3.408456 5.559721 -0.185085
H -2.940671 4.313718 0.977861
H -3.427509 3.854083 -0.640185
H -1.596530 6.841423 -0.781131
H 0.676812 7.077266 -1.737231
H 2.069296 5.053153 -2.046708
H 2.565295 2.879767 -1.517482
H 1.279059 1.875464 -2.201373
H 1.504204 1.924748 -0.465355

Atoms 1-3, force components in eV/Å:
Mo -0.127 -0.661 0.478
C -0.017 -0.008 0.003
C -0.028 0.022 0.009

---

Calculated energy above the lowest of the compared OMol25 structures with the same formula, charge and spin (kcal/mol), listed in the same order as above: 0.0 61.4 1.5 2.9